1) The following is a quantum chemistry calculation of a 3-piece molecular cluster, C6H14N5 overall, from the OMol25 dataset.

XYZ file:
```
25
Properties=species:S:1:pos:R:3:mulliken_charge:R:1
C 1.0859 2.6216 -0.5591 -0.314
C 2.2678 1.9458 -0.6093 -0.309
C -0.0664 1.9564 -0.1807 0.056
C 2.1761 0.5583 -0.3266 0.116
C -4.5543 -0.9504 -0.3512 -1.320
C -3.4947 -0.3505 0.5263 -0.104
N -0.0813 0.6512 0.0629 0.498
N 1.0811 -0.0484 0.0150 -0.638
N 5.9740 -1.8705 0.5046 -0.054
N 5.1857 -1.2476 -0.1178 -0.464
N -2.1272 -1.0862 0.3523 -0.789
H 0.9069 3.6981 -0.8824 0.306
H 3.1150 2.4061 -1.2096 0.345
H -1.0544 2.5274 -0.0564 0.347
H -1.7489 -1.5240 1.2978 0.276
H -4.2063 -0.8725 -1.3916 0.346
H -4.5418 -1.9242 -0.0565 0.406
H -5.5201 -0.5715 -0.1269 0.373
H -3.7146 -0.2970 1.6310 0.288
H -3.3704 0.6509 0.3074 0.178
H 6.6490 -1.5236 1.2831 0.245
H 6.2583 -2.8754 0.3876 0.248
H 3.1016 -0.1115 -0.5017 0.371
H -0.9481 0.0920 0.2189 0.368
H -2.3729 -1.8544 -0.2170 0.226
```

Output
- multiplicity = 1
- Kohn-Sham gap (eV) = 6.361
- charge = +1
- E_LUMO (eV) = -4.51
- E_HOMO (eV) = -10.87

=====

2) The following is a quantum chemistry calculation of a 2-piece molecular cluster, C6H14N5 overall, from the OMol25 dataset.

XYZ file:
```
25
Properties=species:S:1:pos:R:3:mulliken_charge:R:1
C 0.5759 2.7003 -1.7417 -0.897
C -1.7048 0.3326 -0.3337 -0.255
C -0.6021 1.9713 -1.3055 0.449
C -1.9196 2.0957 -1.7423 -0.672
N -0.4513 0.8041 -0.5281 -0.365
N -2.6729 1.0912 -0.9678 -0.101
H -1.9027 -0.5957 0.1539 0.319
H -3.5614 0.6230 -1.0033 0.258
H -2.3985 2.8852 -2.1600 0.423
H 1.4812 2.1046 -1.4787 0.205
H 0.8405 3.7973 -1.6055 0.303
H 0.4094 2.5370 -2.7786 0.282
C -0.5975 -1.7344 2.0893 -0.884
C 1.6563 -1.6076 1.0814 0.645
N 0.5519 -2.2904 1.2673 -0.199
N 2.7384 -2.3326 0.7096 -0.492
N 1.7330 -0.2436 1.0057 -0.319
H 0.5649 -3.3333 1.3767 0.292
H 2.7645 -3.4048 0.7032 0.245
H 3.3081 -2.0447 -0.0545 0.240
H 0.7638 0.2596 0.8159 0.349
H 2.5735 0.1802 0.7216 0.263
H -0.3010 -1.8167 3.0826 0.332
H -1.4859 -2.2691 1.7713 0.334
H -0.7999 -0.6713 1.7638 0.247
```

Output
- multiplicity = 1
- Kohn-Sham gap (eV) = 9.102
- charge = +1
- E_LUMO (eV) = -2.73
- E_HOMO (eV) = -11.83

=====

Short version: 1) is the least stable of them.